The following is a quantum chemistry calculation of the ion C9H16N3 with charge +1, from the OMol25 dataset.

Structure (XYZ):
```
28
Properties=species:S:1:pos:R:3:forces:R:3
C -1.5798 -0.7421 -1.8356 -0.185 1.474 2.115
C -0.4257 -1.0865 2.2399 -1.117 3.106 0.405
H 0.8337 -1.2989 -0.9056 -0.323 -0.113 -0.634
H -0.9881 -1.1870 -2.6032 -0.329 -1.083 -0.751
H -1.3147 0.6946 0.0208 -0.127 2.785 -1.435
C 0.4928 -1.2108 1.1240 0.301 -0.462 -0.888
H -0.4489 3.7218 -3.0285 -0.060 -0.333 0.078
C 1.9146 -1.3835 1.6321 -0.098 2.518 -0.369
H -0.1605 -1.6206 3.0698 0.983 -1.671 2.044
H -0.5134 1.2216 -4.0216 -0.509 -0.101 1.712
H -1.4675 -1.2308 2.1530 -1.161 -0.418 -0.895
C -0.9313 2.7113 -1.0501 -0.322 1.073 -2.809
H 3.6017 -0.3461 2.5035 -0.667 0.885 -1.470
H 2.0825 0.3088 2.8774 0.131 1.185 -1.020
H -2.6574 -0.6828 -1.7747 -0.376 -0.663 -1.528
C -0.7218 2.8183 -2.4961 0.653 -0.531 2.638
N -1.2742 1.4819 -0.8009 -0.028 -5.573 0.462
H -1.6757 -2.2404 -0.4818 0.333 1.946 0.435
N -1.1566 0.6770 -1.9638 0.667 2.517 1.803
H -0.3767 -0.0316 2.6204 0.154 -0.486 -0.223
N -1.3301 -1.2238 -0.4415 -0.026 -1.071 -2.194
H 1.8343 -1.8698 2.5896 0.364 -0.861 -0.103
C 0.0591 -1.2180 -0.1530 2.059 -0.413 1.960
H 2.6903 0.5363 1.1022 0.462 2.000 -1.534
C -0.7310 1.5074 -2.9470 -0.627 -0.032 -1.545
C 2.6523 0.0039 1.9756 -0.760 -4.349 4.171
H -0.9639 3.4907 -0.3092 0.134 -0.058 0.154
H 2.5560 -1.8010 0.9044 0.473 -1.271 -0.581
```
Forces are in eV/Å.

For the LUMO energy, the calculation gives -3.34 eV. The calculation puts the total energy at -516.44579 hartree. The energy above the lowest of the compared OMol25 structures with the same formula, charge and spin comes out at 113.0 kcal/mol. Its charge is +1. The HOMO energy comes out at -12.26 eV. As for the SMILES: CC/C(C)=C/NC[n+]1ccc[nH]1.

Here are the Mulliken charges for atoms 1 to 2, given in e: atom 1 (C): -0.625, atom 2 (C): -1.840